{
  "formula": "C6H16N3S2",
  "method": "the ωB97M-V functional and the def2-TZVPD basis",
  "relative_energy_kj_mol": 575.4,
  "largest_force_ha_per_bohr": 0.0845,
  "total_energy_ha": -1198.43894,
  "charge": 1,
  "species": ["H", "H", "H", "H", "C", "H", "N", "S", "H", "H", "H", "H", "H", "H", "C", "N", "C", "H", "H", "C", "N", "S", "H", "H", "H", "C", "C"],
  "coordinates": [[-1.34392, 3.26041, 0.70804], [3.55655, -4.07509, 1.94740], [-4.04357, -0.06102, 0.81778], [-2.68698, -0.56260, 1.66617], [-0.13451, 2.59182, -0.84074], [1.51233, -1.41071, 0.38302], [0.19181, 1.38125, -0.77701], [4.78848, -2.32762, 0.79598], [-3.79093, 1.74637, -1.97322], [-1.99970, 3.68111, -1.03130], [0.31632, 3.43214, -1.27017], [-3.03580, 0.31560, -1.63398], [4.98605, -3.39175, 2.79568], [-0.20075, -0.70932, -0.01112], [-2.98807, -0.10265, 0.71830], [-2.43233, 1.16186, 0.69352], [-1.52214, 2.95567, -0.43561], [-2.12231, 1.80464, -2.56154], [5.60383, -1.46852, 1.43788], [4.64222, -3.82452, 1.89606], [-2.41618, 1.79742, -0.38650], [1.61996, 0.55024, -0.89443], [5.25759, -4.58756, 1.53842], [-2.62924, -0.75692, -0.27020], [0.80146, -1.69862, -1.18630], [0.87121, -1.02639, -0.37940], [-2.80138, 1.32475, -1.74670]]
}